No. 1
{
  "formula": "C3H6N2O",
  "method": "the ωB97M-V functional and the def2-TZVPD basis",
  "homo_energy_ha": -0.3346,
  "e_lumo_ev": -0.05,
  "smiles": "O=NC1CNC1",
  "gap_ev": 9.1,
  "e_above_lowest_kcal_mol": 98.8,
  "species": ["H", "C", "H", "H", "C", "H", "N", "O", "C", "N", "H", "H"],
  "coordinates": [[1.920, -0.029, 0.447], [-0.257, -0.007, 0.682], [-0.767, -1.959, -0.348], [-0.073, -0.434, 1.669], [1.038, 0.322, -0.096], [1.169, 1.379, -0.356], [-1.092, 1.195, 0.883], [-0.991, 1.622, 2.006], [-0.634, -0.886, -0.536], [0.656, -0.580, -1.195], [0.548, -0.102, -2.083], [-1.517, -0.520, -1.073]],
  "forces_ev_per_angstrom": [[0.00, 0.16, -0.14], [0.09, -0.12, 0.10], [0.03, 0.28, 0.12], [-0.18, -0.28, -0.21], [0.26, 0.20, 0.14], [-0.07, -0.16, 0.02], [0.25, 0.11, 0.48], [-0.22, -0.11, -0.63], [-0.27, -0.10, 0.05], [-0.01, 0.07, -0.21], [0.01, -0.09, 0.12], [0.10, 0.04, 0.16]]
}

---

No. 2
{
  "formula": "C3H6N2O",
  "method": "the ωB97M-V functional and the def2-TZVPD basis",
  "homo_energy_ha": [-0.3139, -0.3139],
  "e_lumo_ev": [-0.47, -0.47],
  "smiles": "[H]/N=C(C)\\C(O)=N/[H]",
  "gap_ev": [8.1, 8.1],
  "e_above_lowest_kcal_mol": 102.0,
  "species": ["H", "H", "H", "O", "H", "C", "C", "H", "C", "H", "N", "N"],
  "coordinates": [[-0.709, -1.004, 1.786], [0.323, -0.050, -2.062], [2.223, 0.591, -0.293], [1.763, 1.182, 0.316], [-1.361, -0.515, -1.766], [-0.328, -0.665, -1.437], [0.536, 0.712, 0.610], [-0.081, -1.718, -1.599], [-0.212, -0.288, -0.003], [-0.974, 1.376, 1.690], [-1.150, -0.628, 0.947], [-0.031, 1.007, 1.812]],
  "forces_ev_per_angstrom": [[0.03, 0.89, -0.01], [-0.03, -0.03, 0.01], [-0.10, 0.01, 0.07], [-0.04, -0.01, 0.04], [0.04, -0.05, 0.05], [-0.07, 0.05, -0.09], [-0.01, -0.38, 2.05], [-0.04, 0.12, 0.03], [-1.83, 0.13, 0.96], [0.05, -0.73, -0.04], [0.54, -1.62, -1.99], [1.46, 1.62, -1.07]]
}

---

No. 3
{
  "formula": "C3H6N2O",
  "method": "the ωB97M-V functional and the def2-TZVPD basis",
  "homo_energy_ha": -0.3428,
  "e_lumo_ev": 0.77,
  "gap_ev": 10.1,
  "e_above_lowest_kcal_mol": 93.3,
  "species": ["N", "H", "H", "C", "C", "H", "H", "O", "H", "C", "H", "N"],
  "coordinates": [[-1.283, 0.680, 0.417], [2.485, 0.896, 1.030], [-0.581, 1.763, 0.276], [0.016, 0.770, 0.708], [2.271, 0.002, 0.419], [0.643, -0.937, -0.379], [-2.825, -0.170, -0.752], [3.094, -0.774, 0.002], [-1.747, -1.313, 0.020], [-1.781, -0.351, -0.493], [-1.204, -0.441, -1.424], [0.913, -0.126, 0.175]],
  "forces_ev_per_angstrom": [[0.00, -0.19, -0.03], [0.08, -0.16, -0.08], [0.31, 0.39, 0.17], [-0.31, -0.17, -0.53], [0.15, -0.14, -0.06], [-0.01, 0.16, 0.12], [0.17, 0.17, 0.09], [-0.30, 0.33, 0.16], [0.05, -0.12, 0.02], [-0.12, -0.33, -0.10], [-0.01, 0.11, 0.14], [0.00, -0.04, 0.08]]
}

---

No. 4
{
  "formula": "C3H6N2O",
  "method": "the ωB97M-V functional and the def2-TZVPD basis",
  "homo_energy_ha": -0.3583,
  "e_lumo_ev": 0.71,
  "smiles": "[H]/N=C(\\C)NC=O",
  "gap_ev": 10.5,
  "e_above_lowest_kcal_mol": 30.6,
  "species": ["H", "H", "H", "O", "H", "C", "C", "N", "H", "N", "C", "H"],
  "coordinates": [[-0.775, 0.829, 1.851], [1.729, -1.184, 1.262], [-1.875, 1.461, 0.645], [2.800, -1.647, -0.401], [-1.499, 1.214, -1.643], [-1.245, 0.589, 0.891], [1.860, -1.135, 0.176], [-0.659, 0.684, -1.505], [-1.961, -0.225, 1.066], [0.883, -0.451, -0.500], [-0.339, 0.294, -0.339], [1.081, -0.429, -1.502]],
  "forces_ev_per_angstrom": [[0.34, -0.28, -0.36], [-0.03, -0.01, 0.17], [0.46, -0.33, -0.14], [-0.59, 0.33, 0.38], [-0.44, 0.22, 0.59], [0.27, -0.12, -0.19], [-0.12, 0.03, 0.21], [0.04, 0.03, -0.30], [0.44, -0.06, -0.12], [-0.08, 0.02, 0.07], [-0.25, 0.19, -0.61], [-0.04, -0.03, 0.30]]
}

---

What total energy values result from the calculations? In sequence: -302.5356; -302.5305; -302.5444; -302.6444 Eh.
What M values result from the calculations? In sequence: 86.094; 86.094; 86.094; 86.094 g/mol.